1.
Molecular formula: C2N4O
Method: DFT, ωB97M-V with the def2-TZVPD basis set

As for the energy above the lowest of the compared OMol25 structures with the same formula, charge and spin: 133.47 kJ/mol. The value obtained for the total energy is -370.31599 Ha. As for the total charge: 0.

Each atom is followed by the atoms it is bonded to, with distances in Å.
Element x y z (Å)
1 C 0.17184 1.18984 -0.01216  N3 1.155, N6 1.286
2 C -1.52287 -0.46031 -0.01271  N4 1.153, N6 1.286
3 N 0.76239 2.18086 0.04011  C1 1.155
4 N -2.58359 -0.90988 0.01928  C2 1.153
5 N 1.27319 -1.29905 0.10799  O7 1.131
6 N -0.32973 0.00973 -0.10750  C1 1.286, C2 1.286
7 O 2.22877 -0.71118 -0.03500  N5 1.131

***

2.
Molecular formula: C6H11N
Method: DFT, ωB97M-V with the def2-TZVPD basis set

As for the energy above the lowest of the compared OMol25 structures with the same formula, charge and spin: 7.74 kJ/mol. The value obtained for the total energy is -289.96874 Ha. As for the total charge: 0.

Each atom is followed by the atoms it is bonded to, with distances in Å.
Element x y z (Å)
1 C -0.15372 -0.78895 -2.44714  C2 1.532, H8 1.095, H9 1.090, H10 1.096
2 C 0.43596 0.10557 -1.35270  C1 1.532, C3 1.538, H11 1.094, H12 1.097
3 C -0.01362 -0.25427 0.07350  C2 1.538, C4 1.473, C6 1.536, H13 1.100
4 C -1.48291 -0.33616 0.14207  C3 1.473, N5 1.157
5 N -2.63931 -0.37358 0.16933  C4 1.157
6 C 0.51533 0.76500 1.09393  C3 1.536, C7 1.524, H14 1.097, H15 1.097
7 C 0.18220 0.42166 2.54089  C6 1.524, H16 1.096, H17 1.094, H18 1.095
8 H 0.53062 -0.88452 -3.29691  C1 1.095
9 H -1.09444 -0.38298 -2.81793  C1 1.090
10 H -0.36263 -1.79781 -2.07257  C1 1.096
11 H 1.52715 0.03569 -1.36599  C2 1.094
12 H 0.18323 1.15800 -1.53084  C2 1.097
13 H 0.37279 -1.25121 0.33025  C3 1.100
14 H 1.60265 0.83153 0.96072  C6 1.097
15 H 0.10420 1.74775 0.83231  C6 1.097
16 H 0.60213 -0.55050 2.82337  C7 1.096
17 H 0.59141 1.17467 3.22128  C7 1.094
18 H -0.90105 0.38012 2.69643  C7 1.095

***

3.
Molecular formula: C3H5N3O
Method: DFT, ωB97M-V with the def2-TZVPD basis set

As for the energy above the lowest of the compared OMol25 structures with the same formula, charge and spin: 409.34 kJ/mol. The value obtained for the total energy is -356.70147 Ha. As for the total charge: 0.

Each atom is followed by the atoms it is bonded to, with distances in Å.
Element x y z (Å)
1 N -1.64150 -0.87015 0.93602  C2 1.339, H8 1.011, H9 1.031
2 C -0.54541 -1.58621 1.21885  N1 1.339, N3 1.164
3 N 0.43509 -2.15609 1.48048  C2 1.164
4 C 1.59271 0.55202 -0.04861  O5 1.299, C6 1.478
5 O 1.61051 -0.60253 -0.64445  C4 1.299, H10 0.976
6 C 0.72294 1.48972 -0.78983  C4 1.478, N7 1.279, H11 1.098
7 N -0.54804 1.36798 -0.71480  C6 1.279, H12 1.019
8 H -2.43566 -1.41983 0.63587  N1 1.011
9 H -1.43789 -0.05297 0.34175  N1 1.031
10 H 2.04014 -1.24960 -0.05290  O5 0.976
11 H 1.22824 2.35658 -1.23481  C6 1.098
12 H -1.02112 2.17109 -1.12757  N7 1.019

***

4.
Molecular formula: C6H9F3N3S
Method: DFT, ωB97M-V with the def2-TZVPD basis set

As for the energy above the lowest of the compared OMol25 structures with the same formula, charge and spin: 246.20 kJ/mol. The value obtained for the total energy is -1095.70295 Ha. As for the total charge: +1.

Each atom is followed by the atoms it is bonded to, with distances in Å.
Element x y z (Å)
1 C 0.70815 2.18045 0.02259  C2 1.347, C3 1.484, H14 1.032
2 C -0.55658 1.72784 0.12148  C1 1.347, C4 1.499, H15 1.058
3 C 1.98346 1.42198 -0.00012  C1 1.484, C5 1.327, N8 1.372
4 C -1.03120 0.30637 0.11828  C2 1.499, C6 1.507, N7 1.262
5 C 1.99034 0.09510 -0.00686  C3 1.327, S13 1.610
6 C -2.53610 0.30489 0.03558  C4 1.507, F10 1.299, F11 1.381, F12 1.314
7 N -0.32032 -0.73532 0.06584  C4 1.262, H16 1.236
8 N 3.07758 2.23253 -0.17108  C3 1.372, H17 0.984, H18 1.023
9 N -1.45225 -3.17721 -0.01529  H19 1.014, H20 1.017, H21 1.005
10 F -3.20113 1.34753 -0.36103  C6 1.299
11 F -2.85220 -0.78577 -0.75109  C6 1.381
12 F -2.98595 0.00914 1.23474  C6 1.314
13 S 2.72877 -1.28353 0.37456  C5 1.610, H22 1.491
14 H 0.93728 3.18087 -0.08156  C1 1.032
15 H -1.21940 2.55232 0.12822  C2 1.058
16 H -0.90381 -1.77798 -0.25156  N7 1.236
17 H 2.99445 3.18898 0.04458  N8 0.984
18 H 3.84593 1.77224 0.32284  N8 1.023
19 H -2.30926 -3.60884 0.31294  N9 1.014
20 H -0.76560 -3.46733 0.67680  N9 1.017
21 H -1.15943 -3.69707 -0.82339  N9 1.005
22 H 3.02727 -1.78718 -0.99644  S13 1.491

***

5.
Molecular formula: C3H7NO
Method: DFT, ωB97M-V with the def2-TZVPD basis set

As for the energy above the lowest of the compared OMol25 structures with the same formula, charge and spin: 915.18 kJ/mol. The value obtained for the total energy is -248.17792 Ha. As for the total charge: 0.

Each atom is followed by the atoms it is bonded to, with distances in Å.
Element x y z (Å)
1 C 0.80377 -0.23713 0.83684  C2 1.329, H6 1.094, H7 1.173
2 C -0.52260 -0.28458 0.76749  C1 1.329, C3 1.556, H8 1.085
3 C -1.35044 0.30013 -0.41334  C2 1.556, O4 1.280, H9 1.122, H10 1.126
4 O -2.62168 0.19257 -0.31195  C3 1.280
5 N 2.96015 0.00473 -0.63553  H11 1.020, H12 1.021
6 H 1.28042 -0.35565 1.81492  C1 1.094
7 H 1.69705 -0.17219 0.08002  C1 1.173
8 H -1.09090 -0.96722 1.39021  C2 1.085
9 H -1.02248 1.34994 -0.63764  C3 1.122
10 H -0.84265 -0.30610 -1.21434  C3 1.126
11 H 3.11128 -0.35691 -1.57746  N5 1.020
12 H 3.75667 0.60761 -0.42660  N5 1.021

***

6.
Molecular formula: H24O12
Method: DFT, ωB97M-V with the def2-TZVPD basis set

As for the energy above the lowest of the compared OMol25 structures with the same formula, charge and spin: 312.84 kJ/mol. The value obtained for the total energy is -917.20620 Ha. As for the total charge: 0.

Each atom is followed by the atoms it is bonded to, with distances in Å.
Element x y z (Å)
1 O 0.07019 -1.22441 -0.17657  H2 0.964, H3 0.964
2 H 0.97138 -0.89697 -0.27473  O1 0.964
3 H -0.39166 -0.50846 0.27409  O1 0.964
4 O -0.57820 -2.76962 2.71416  H5 0.964, H6 0.964
5 H -1.31208 -2.96948 2.12216  O4 0.964
6 H 0.13421 -2.50229 2.12257  O4 0.964
7 O 1.24974 2.58666 3.03276  H8 0.964, H9 0.964
8 H 0.48127 3.06363 2.69968  O7 0.964
9 H 1.13710 1.69255 2.69092  O7 0.964
10 O 5.20090 -1.01472 -2.37320  H11 0.964, H12 0.964
11 H 4.54297 -0.61014 -2.94978  O10 0.964
12 H 5.83197 -1.41482 -2.98203  O10 0.964
13 O 0.88417 0.68114 -2.00820  H14 0.964, H15 0.964
14 H 0.08607 1.19404 -2.17840  O13 0.964
15 H 1.37752 0.73393 -2.83452  O13 0.964
16 O -2.26882 2.49354 -1.14115  H17 0.964, H18 0.964
17 H -1.32012 2.45742 -1.30740  O16 0.964
18 H -2.41914 1.80019 -0.48872  O16 0.964
19 O -4.34491 0.20402 -0.96467  H20 0.964, H21 0.964
20 H -4.18218 1.10997 -1.25061  O19 0.964
21 H -4.29467 -0.31113 -1.77774  O19 0.964
22 O 1.36767 -2.94373 0.96895  H23 0.964, H24 0.964
23 H 0.72083 -3.55372 0.59679  O22 0.964
24 H 1.66296 -3.37907 1.77658  O22 0.964
25 O 3.64181 -0.55701 0.51516  H26 0.964, H27 0.964
26 H 3.92250 -1.28580 1.08002  O25 0.964
27 H 3.04612 -0.04405 1.07284  O25 0.964
28 O -4.28095 -3.25280 -1.02054  H29 0.964, H30 0.964
29 H -3.37374 -3.57765 -0.99977  O28 0.964
30 H -4.79462 -3.96625 -0.62542  O28 0.964
31 O -1.08263 2.58063 1.50015  H32 0.964, H33 0.964
32 H -0.53180 1.85379 1.18825  O31 0.964
33 H -1.82885 2.14349 1.92565  O31 0.964
34 O 0.35518 3.88645 -0.63820  H35 0.964, H36 0.964
35 H -0.30833 3.56548 -0.01714  O34 0.964
36 H 0.62811 4.73518 -0.27193  O34 0.964

***

Please write out number 2 again, unchanged.
Molecular formula: C6H11N
Method: DFT, ωB97M-V with the def2-TZVPD basis set

As for the energy above the lowest of the compared OMol25 structures with the same formula, charge and spin: 7.74 kJ/mol. The value obtained for the total energy is -289.96874 Ha. As for the total charge: 0.

Each atom is followed by the atoms it is bonded to, with distances in Å.
Element x y z (Å)
1 C -0.15372 -0.78895 -2.44714  C2 1.532, H8 1.095, H9 1.090, H10 1.096
2 C 0.43596 0.10557 -1.35270  C1 1.532, C3 1.538, H11 1.094, H12 1.097
3 C -0.01362 -0.25427 0.07350  C2 1.538, C4 1.473, C6 1.536, H13 1.100
4 C -1.48291 -0.33616 0.14207  C3 1.473, N5 1.157
5 N -2.63931 -0.37358 0.16933  C4 1.157
6 C 0.51533 0.76500 1.09393  C3 1.536, C7 1.524, H14 1.097, H15 1.097
7 C 0.18220 0.42166 2.54089  C6 1.524, H16 1.096, H17 1.094, H18 1.095
8 H 0.53062 -0.88452 -3.29691  C1 1.095
9 H -1.09444 -0.38298 -2.81793  C1 1.090
10 H -0.36263 -1.79781 -2.07257  C1 1.096
11 H 1.52715 0.03569 -1.36599  C2 1.094
12 H 0.18323 1.15800 -1.53084  C2 1.097
13 H 0.37279 -1.25121 0.33025  C3 1.100
14 H 1.60265 0.83153 0.96072  C6 1.097
15 H 0.10420 1.74775 0.83231  C6 1.097
16 H 0.60213 -0.55050 2.82337  C7 1.096
17 H 0.59141 1.17467 3.22128  C7 1.094
18 H -0.90105 0.38012 2.69643  C7 1.095

***

What did the third record say?
Molecular formula: C3H5N3O
Method: DFT, ωB97M-V with the def2-TZVPD basis set

As for the energy above the lowest of the compared OMol25 structures with the same formula, charge and spin: 409.34 kJ/mol. The value obtained for the total energy is -356.70147 Ha. As for the total charge: 0.

Each atom is followed by the atoms it is bonded to, with distances in Å.
Element x y z (Å)
1 N -1.64150 -0.87015 0.93602  C2 1.339, H8 1.011, H9 1.031
2 C -0.54541 -1.58621 1.21885  N1 1.339, N3 1.164
3 N 0.43509 -2.15609 1.48048  C2 1.164
4 C 1.59271 0.55202 -0.04861  O5 1.299, C6 1.478
5 O 1.61051 -0.60253 -0.64445  C4 1.299, H10 0.976
6 C 0.72294 1.48972 -0.78983  C4 1.478, N7 1.279, H11 1.098
7 N -0.54804 1.36798 -0.71480  C6 1.279, H12 1.019
8 H -2.43566 -1.41983 0.63587  N1 1.011
9 H -1.43789 -0.05297 0.34175  N1 1.031
10 H 2.04014 -1.24960 -0.05290  O5 0.976
11 H 1.22824 2.35658 -1.23481  C6 1.098
12 H -1.02112 2.17109 -1.12757  N7 1.019